{
  "formula": "C30H24BrMnNP2S2",
  "method": "ωB97M-V/def2-TZVPD",
  "species": ["Mn", "S", "P", "C", "P", "S", "C", "C", "C", "C", "C", "C", "C", "C", "C", "C", "C", "C", "C", "C", "C", "C", "C", "C", "C", "C", "C", "C", "C", "C", "H", "H", "H", "H", "H", "H", "H", "H", "H", "H", "H", "H", "H", "H", "H", "H", "H", "H", "H", "H", "Br", "C", "C", "C", "C", "C", "N", "H", "H", "H", "H"],
  "xyz": [[-2.067, 0.420, 1.255], [-2.516, -1.775, 0.191], [-0.522, -1.319, -0.071], [-0.123, 0.282, 0.292], [-0.625, 1.628, -0.614], [-2.534, 2.289, -0.145], [0.492, 3.025, -0.269], [1.725, 2.805, 0.332], [2.581, 3.875, 0.580], [2.207, 5.163, 0.225], [0.971, 5.388, -0.373], [0.117, 4.323, -0.613], [-0.565, 1.465, -2.423], [-1.554, 0.717, -3.061], [-1.479, 0.477, -4.423], [-0.424, 0.995, -5.166], [0.554, 1.755, -4.544], [0.487, 1.985, -3.173], [0.417, -2.393, 1.079], [-0.197, -3.377, 1.840], [0.546, -4.167, 2.715], [1.914, -3.977, 2.827], [2.538, -2.992, 2.066], [1.794, -2.203, 1.204], [0.011, -1.912, -1.705], [-0.662, -2.935, -2.366], [-0.216, -3.384, -3.601], [0.909, -2.814, -4.183], [1.591, -1.799, -3.525], [1.143, -1.350, -2.290], [1.986, 1.792, 0.618], [3.539, 3.699, 1.053], [2.873, 5.995, 0.420], [0.671, 6.393, -0.645], [-0.854, 4.499, -1.061], [-2.381, 0.319, -2.482], [-2.244, -0.117, -4.906], [-0.368, 0.805, -6.231], [1.371, 2.169, -5.122], [1.259, 2.573, -2.692], [-1.265, -3.529, 1.739], [0.054, -4.932, 3.302], [2.494, -4.593, 3.502], [3.607, -2.839, 2.152], [2.279, -1.418, 0.635], [-1.550, -3.368, -1.921], [-0.749, -4.175, -4.113], [1.250, -3.157, -5.152], [2.463, -1.347, -3.979], [1.661, -0.548, -1.779], [-0.886, 2.776, 3.455], [-1.607, 1.236, 4.237], [-1.505, 1.057, 5.611], [-2.024, -0.103, 6.152], [-2.618, -1.044, 5.324], [-2.672, -0.776, 3.971], [-2.183, 0.354, 3.439], [-1.025, 1.810, 6.218], [-1.958, -0.276, 7.219], [-3.025, -1.968, 5.708], [-3.103, -1.481, 3.270]],
  "lowdin_spin": [4.57, 0.08, 0.03, 0.08, 0.03, 0.09, 0.00, 0.00, 0.00, 0.00, 0.00, 0.00, 0.01, 0.00, 0.00, 0.00, 0.00, 0.00, 0.00, 0.00, 0.00, 0.00, 0.00, 0.00, 0.01, 0.00, 0.00, 0.00, 0.00, 0.00, 0.00, 0.00, 0.00, 0.00, 0.00, 0.00, 0.00, 0.00, 0.00, 0.00, 0.00, 0.00, 0.00, 0.00, 0.00, 0.00, 0.00, 0.00, 0.00, 0.00, 0.01, 0.01, 0.00, 0.01, 0.00, 0.02, 0.04, 0.00, 0.00, 0.00, 0.00],
  "homo_lumo_gap_ev": [6.8, 7.3],
  "spin_multiplicity": 6,
  "largest_force_ev_per_a": 0.5,
  "e_lumo_ev": [-0.07, -0.21],
  "s_squared": 8.7622,
  "e_above_lowest_kj_mol": 0.00,
  "total_charge": 0
}


{
  "formula": "C20H21Cl2NO4",
  "method": "ωB97M-V/def2-TZVPD",
  "species": ["C", "C", "C", "C", "C", "C", "C", "H", "H", "C", "N", "C", "O", "C", "H", "H", "O", "C", "O", "C", "H", "H", "C", "H", "H", "C", "H", "H", "O", "C", "C", "C", "C", "C", "C", "Cl", "H", "Cl", "H", "H", "H", "H", "H", "H", "H", "H", "H", "H"],
  "xyz": [[-6.844, -0.913, -0.315], [-5.482, -0.293, -0.240], [-4.357, -1.071, 0.007], [-3.105, -0.495, 0.100], [-2.946, 0.877, -0.057], [-4.066, 1.657, -0.309], [-5.319, 1.077, -0.395], [-6.182, 1.698, -0.588], [-3.958, 2.725, -0.435], [-1.570, 1.484, 0.026], [-0.673, 0.884, -0.944], [0.304, 0.034, -0.589], [0.613, -0.215, 0.556], [1.042, -0.602, -1.778], [1.401, 0.157, -2.475], [0.368, -1.305, -2.283], [2.180, -1.280, -1.294], [1.946, -2.428, -0.637], [0.890, -2.999, -0.649], [3.185, -2.877, 0.100], [3.122, -3.951, 0.264], [4.054, -2.646, -0.516], [3.276, -2.115, 1.440], [3.314, -2.818, 2.272], [2.385, -1.495, 1.561], [4.521, -1.228, 1.504], [5.421, -1.829, 1.347], [4.597, -0.746, 2.487], [4.564, -0.271, 0.466], [3.683, 0.756, 0.463], [2.931, 1.193, 1.549], [2.067, 2.267, 1.436], [1.941, 2.920, 0.225], [2.688, 2.525, -0.874], [3.551, 1.455, -0.746], [4.476, 0.943, -2.102], [2.599, 3.038, -1.818], [0.840, 4.240, 0.062], [1.484, 2.581, 2.287], [2.999, 0.688, 2.498], [-0.920, 0.982, -1.916], [-1.126, 1.293, 1.006], [-1.612, 2.563, -0.144], [-2.239, -1.111, 0.295], [-4.463, -2.139, 0.131], [-7.471, -0.389, -1.033], [-6.779, -1.961, -0.600], [-7.331, -0.858, 0.659]],
  "nbo_charge": [-0.63, -0.02, -0.20, -0.23, 0.03, -0.22, -0.22, 0.21, 0.21, -0.27, -0.61, 0.67, -0.64, -0.18, 0.22, 0.22, -0.51, 0.82, -0.60, -0.51, 0.23, 0.23, -0.44, 0.22, 0.25, -0.06, 0.20, 0.18, -0.51, 0.36, -0.27, -0.20, -0.06, -0.25, -0.09, 0.03, 0.24, 0.00, 0.23, 0.23, 0.40, 0.24, 0.21, 0.22, 0.21, 0.22, 0.22, 0.22],
  "homo_lumo_gap_ev": 9.1,
  "largest_force_ev_per_a": 0.6,
  "e_lumo_ev": 0.65,
  "smiles": "Cc1ccc(CNC(=O)COC(=O)CCCOc2ccc(Cl)cc2Cl)cc1",
  "total_charge": 0
}


{
  "formula": "C2H5NO",
  "method": "ωB97M-V/def2-TZVPD",
  "species": ["C", "C", "N", "O", "H", "H", "H", "H", "H"],
  "xyz": [[-0.963, 0.296, -1.278], [0.808, 0.255, 0.630], [-0.190, 1.033, 0.063], [0.629, -1.147, 0.850], [-1.967, 0.638, -1.303], [-0.821, -0.618, -1.805], [1.105, 0.646, 1.656], [1.637, 0.269, -0.148], [-0.240, -1.371, 1.335]],
  "lowdin_spin": [0.84, 0.12, 0.83, 0.03, 0.06, 0.06, 0.01, 0.06, 0.00],
  "homo_lumo_gap_ev": [9.5, 8.7],
  "spin_multiplicity": 3,
  "largest_force_ev_per_a": 4.0,
  "e_lumo_ev": [0.95, -1.58],
  "s_squared": 2.0064,
  "e_above_lowest_kj_mol": 84.32,
  "total_charge": 0
}


{
  "formula": "C5H6O",
  "method": "ωB97M-V/def2-TZVPD",
  "species": ["C", "C", "O", "C", "C", "C", "H", "H", "H", "H", "H", "H"],
  "xyz": [[-1.254, 0.827, 0.283], [-0.986, -0.570, -0.230], [-1.817, -1.447, -0.199], [0.411, -0.841, -0.800], [1.446, -0.217, 0.024], [2.205, 0.339, 0.776], [-2.328, 1.019, 0.270], [-0.715, 1.585, -0.293], [-0.893, 0.896, 1.315], [0.442, -0.434, -1.821], [0.542, -1.925, -0.876], [2.868, 0.832, 1.451]],
  "nbo_charge": [-0.73, 0.62, -0.53, -0.59, 0.00, -0.25, 0.24, 0.23, 0.25, 0.26, 0.26, 0.24],
  "homo_lumo_gap_ev": 10.5,
  "largest_force_ev_per_a": 0.6,
  "e_lumo_ev": 0.87,
  "e_above_lowest_kj_mol": 149.73,
  "smiles": "C#CCC(C)=O",
  "total_charge": 0
}


{
  "formula": "C6H9IO4",
  "method": "ωB97M-V/def2-TZVPD",
  "species": ["C", "C", "C", "C", "C", "C", "O", "O", "O", "O", "I", "H", "H", "H", "H", "H", "H", "H", "H", "H"],
  "xyz": [[-1.625, -0.539, 0.002], [-2.393, 1.894, -0.260], [0.616, -0.696, 0.393], [0.690, 0.691, -0.890], [-1.601, 0.762, -0.776], [2.704, -1.415, 1.154], [-0.599, -0.648, 0.988], [-2.752, 1.121, -1.408], [-0.503, 0.885, -1.614], [1.586, -0.556, 1.282], [2.439, 0.580, -2.108], [-2.522, -0.365, 0.699], [-1.587, -1.338, -0.628], [-3.128, 1.643, 0.408], [-2.215, 2.939, -0.382], [0.902, -1.643, -0.184], [0.862, 1.519, -0.262], [3.058, -1.523, 2.189], [3.628, -0.961, 0.562], [2.439, -2.350, 0.835]],
  "nbo_charge": [-0.11, -0.14, 0.43, -0.10, 0.45, -0.25, -0.51, -0.46, -0.52, -0.52, 0.10, 0.21, 0.19, 0.18, 0.20, 0.12, 0.16, 0.20, 0.19, 0.18],
  "homo_lumo_gap_ev": 9.3,
  "largest_force_ev_per_a": 5.2,
  "e_lumo_ev": 0.49,
  "smiles": "CO[C@H]1OC[C@@]2(CO2)O[C@@H]1I",
  "total_charge": 0
}


{
  "formula": "C5H11O2",
  "method": "ωB97M-V/def2-TZVPD",
  "species": ["C", "C", "H", "H", "H", "H", "H", "H", "C", "C", "C", "O", "O", "H", "H", "H", "H", "H"],
  "xyz": [[2.505, 1.296, -1.377], [2.653, -0.230, -1.400], [3.278, 1.765, -0.767], [2.479, 1.687, -2.394], [1.558, 1.546, -0.897], [3.115, -0.614, -2.318], [1.679, -0.704, -1.306], [3.311, -0.607, -0.614], [-1.019, -0.728, 1.490], [-1.793, 0.323, 2.295], [-0.982, -0.404, -0.015], [-1.247, -1.341, -0.803], [-0.672, 0.776, -0.317], [0.027, -0.817, 1.802], [-1.461, -1.715, 1.620], [-1.172, 1.172, 2.549], [-2.180, -0.108, 3.221], [-2.641, 0.638, 1.686]],
  "nbo_charge": [-0.63, -0.62, 0.18, 0.19, 0.26, 0.18, 0.25, 0.18, -0.51, -0.60, 0.76, -0.79, -0.81, 0.19, 0.19, 0.20, 0.17, 0.21],
  "homo_lumo_gap_ev": 8.1,
  "largest_force_ev_per_a": 0.6,
  "e_lumo_ev": 4.18,
  "e_above_lowest_kj_mol": 17.92,
  "total_charge": -1
}


What is the formula in the fifth record? C6H9IO4